[1]
{"formula": "C2H13NO4", "method": "the ωB97M-V functional and the def2-TZVPD basis", "species": ["C", "C", "N", "H", "H", "H", "H", "H", "H", "H", "O", "H", "H", "O", "H", "H", "O", "H", "H", "O"], "coordinates": [[-1.78790, 0.62956, -0.48201], [-2.12395, -0.10091, 1.76879], [-1.64322, -0.26923, 0.62184], [-1.58686, 1.68573, -0.35041], [-2.84912, 0.75127, -0.79606], [-1.15929, 0.31248, -1.28812], [-2.17381, -0.87247, 2.52791], [-2.54813, 0.82162, 2.18451], [2.52928, -0.09681, 0.18948], [3.81899, -0.72516, 0.11771], [3.08431, -0.52551, -0.47730], [-0.25489, -2.30855, 1.31484], [1.10682, -2.51750, 0.61437], [0.68987, -2.25669, 1.45846], [-0.12907, -1.31421, -3.31149], [0.07438, 0.00065, -2.81457], [0.56681, -0.82907, -2.84412], [2.19977, 2.46088, 0.29467], [0.94298, 2.77794, 1.04815], [1.24303, 2.37598, 0.22335]], "atomic_forces_ev_per_a": [[-1.227, -0.177, -1.749], [0.632, -1.480, 0.175], [-1.671, 3.071, 1.804], [1.184, 0.218, 1.252], [0.494, -1.156, 0.065], [0.274, -0.255, -0.504], [0.287, -0.618, -0.090], [0.191, 0.453, -0.769], [-0.534, 0.115, -0.479], [0.456, -0.337, -0.524], [0.008, 0.192, 1.095], [-0.103, -0.436, -0.164], [-0.213, 0.164, 0.434], [0.293, 0.281, -0.419], [0.539, -0.745, -0.168], [0.814, 0.574, 0.060], [-1.355, 0.188, -0.040], [0.130, -0.041, -0.315], [-0.024, 0.057, -0.117], [-0.175, -0.069, 0.451]], "mulliken_spin": [0.09, -0.05, 0.77, 0.04, 0.00, 0.00, 0.05, 0.07, 0.00, 0.00, 0.00, 0.00, 0.00, 0.04, 0.00, 0.00, 0.00, 0.00, 0.00, 0.00], "spin_multiplicity": 2, "total_charge": 1, "homo_energy_ev": [-14.0, -14.0], "orbital_gap_ev": [8.4, 4.6], "s2": 0.7614, "molar_mass_g_mol": 115.129, "lumo_ev": [-5.6, -9.3]}

---

[2]
{"formula": "C3H4F3N", "method": "the ωB97M-V functional and the def2-TZVPD basis", "species": ["F", "N", "C", "C", "F", "F", "C", "H", "H", "H", "H"], "coordinates": [[-0.84591, -1.90224, 0.39074], [-0.22644, -1.09090, -0.54020], [1.03913, -0.52375, 0.13471], [0.43400, 0.81331, 0.37260], [0.21398, 1.12485, 1.68382], [1.01884, 1.95837, -0.19024], [-1.00381, 0.46209, -0.18897], [1.79449, -0.50554, -0.69781], [1.18731, -1.19185, 1.01035], [-1.80586, 0.32602, 0.42739], [-1.18045, 0.81753, -1.15370]], "atomic_forces_ev_per_a": [[-0.196, -1.074, 0.863], [-1.022, 3.675, 0.370], [-0.448, -1.448, -1.712], [-2.811, 2.159, 0.690], [0.873, -0.031, 0.320], [-0.381, -1.759, 0.398], [5.924, -2.956, -2.295], [-0.245, -0.186, 1.328], [0.635, 0.917, -0.493], [-1.754, -0.216, 1.817], [-0.575, 0.920, -1.285]], "lowdin_charge": [-0.11, -0.03, -0.05, -0.49, 0.06, 0.05, 0.12, 0.14, 0.14, 0.08, 0.08], "spin_multiplicity": 1, "homo_energy_ev": -10.2, "orbital_gap_ev": 11.2, "molar_mass_g_mol": 111.066, "lumo_ev": 1.0}

---

[3]
{"formula": "C30H50AlP2Se", "method": "the ωB97M-V functional and the def2-TZVPD basis", "species": ["Al", "C", "C", "C", "C", "C", "C", "H", "H", "H", "C", "H", "H", "H", "C", "H", "H", "H", "C", "H", "H", "H", "C", "H", "H", "H", "C", "C", "C", "C", "C", "C", "C", "C", "H", "H", "H", "H", "H", "H", "H", "H", "H", "H", "H", "H", "P", "C", "H", "H", "H", "C", "H", "H", "H", "C", "H", "H", "H", "P", "C", "H", "H", "H", "C", "H", "H", "H", "C", "H", "H", "H", "Se", "C", "C", "C", "C", "C", "C", "H", "H", "H", "H", "H"], "coordinates": [[0.03916, -0.90018, -1.49455], [-2.16367, 1.70073, -0.33504], [-2.91746, 0.88685, -1.20941], [-1.82198, -0.50405, 0.28772], [-1.63098, 0.88040, 0.68095], [-2.75996, -0.46542, -0.82340], [-2.17571, 3.18641, -0.37821], [-2.06933, 3.54228, -1.40774], [-1.36346, 3.61482, 0.22158], [-3.13093, 3.57834, 0.00489], [-1.39020, 1.35151, 2.06482], [-1.12858, 2.41481, 2.09633], [-0.58214, 0.79050, 2.52845], [-2.28718, 1.21691, 2.70724], [-1.82518, -1.60693, 1.26958], [-2.58482, -1.37800, 2.04995], [-0.85095, -1.70498, 1.78003], [-2.08733, -2.57106, 0.82177], [-3.63175, -1.57512, -1.26356], [-4.62229, -1.18497, -1.53459], [-3.79198, -2.30088, -0.45195], [-3.23404, -2.10368, -2.14540], [-3.90690, 1.40526, -2.18136], [-4.80726, 1.77807, -1.66239], [-4.22896, 0.62060, -2.87336], [-3.48348, 2.24122, -2.76184], [1.68127, 0.23616, -1.95564], [0.47491, 1.00619, -2.05758], [-0.16100, 1.30851, -3.39020], [-1.07224, 0.16664, -3.91662], [-0.76666, -1.19911, -3.30585], [0.50057, -1.82559, -3.41885], [1.70330, -1.20175, -4.08631], [2.44876, -0.19233, -3.18163], [0.61342, 1.52480, -4.14585], [-1.01839, 0.15031, -5.01272], [-0.78483, 2.21719, -3.30101], [2.72943, 0.68874, -3.76776], [2.34993, 0.48764, -1.12360], [0.37729, 1.83234, -1.34039], [3.39138, -0.65950, -2.83603], [2.41997, -1.99977, -4.36568], [0.51264, -2.92254, -3.49748], [1.45780, -0.70508, -5.04834], [-2.10827, 0.40775, -3.66879], [-1.64039, -1.86662, -3.35860], [2.16894, 2.15717, 0.81334], [1.87713, 3.00708, 2.37736], [2.70674, 3.70284, 2.54602], [1.81734, 2.29138, 3.20406], [0.92266, 3.54582, 2.30907], [3.90341, 1.62193, 0.72885], [4.53798, 2.51196, 0.83871], [4.09424, 1.13848, -0.24072], [4.11485, 0.89289, 1.52383], [2.19936, 3.54649, -0.39907], [2.22591, 3.17755, -1.43407], [3.09800, 4.14887, -0.20496], [1.30377, 4.17313, -0.27626], [1.00792, -2.84775, -0.32548], [-0.33538, -3.91289, -1.00967], [0.08185, -4.56888, -1.77760], [-1.15526, -3.33058, -1.45810], [-0.75833, -4.49061, -0.17850], [2.48149, -3.23350, -1.33856], [2.37472, -2.88330, -2.37002], [2.65772, -4.31415, -1.31443], [3.34171, -2.70550, -0.89779], [1.47096, -3.73039, 1.19368], [2.05424, -4.62456, 0.90467], [0.58863, -4.03455, 1.75782], [2.09532, -3.07298, 1.82224], [1.55357, -0.26208, 1.73757], [1.42001, -0.23362, 3.66284], [0.25509, -0.56697, 4.39670], [0.14278, -0.20403, 5.74624], [1.20531, 0.41996, 6.41174], [2.40835, 0.63432, 5.71909], [2.52994, 0.25554, 4.38462], [-0.57043, -1.05337, 3.87917], [-0.79176, -0.39261, 6.26685], [1.10720, 0.73262, 7.45798], [3.24636, 1.11487, 6.21341], [3.46752, 0.40151, 3.83559]], "atomic_forces_ev_per_a": [[-1.195, 0.161, 2.965], [-0.408, -0.781, 0.699], [0.247, -1.236, 0.443], [0.479, 1.174, -0.089], [-0.023, -0.462, -0.942], [0.234, 1.680, -0.608], [-0.010, 0.215, 0.155], [-0.002, 0.072, 0.088], [-0.188, -0.002, -0.094], [0.234, 0.034, -0.097], [0.305, 0.055, 0.298], [-0.081, -0.110, 0.032], [-0.109, 0.200, 0.107], [0.310, 0.018, -0.343], [-0.207, -0.228, 0.872], [0.373, -0.337, -0.190], [-0.237, -0.034, -0.128], [0.056, 0.100, 0.107], [-0.295, -0.454, -0.208], [0.261, -0.151, -0.023], [0.100, 0.094, -0.344], [-0.252, -0.073, 0.206], [-0.202, 0.247, -0.474], [0.259, -0.032, -0.220], [-0.013, 0.229, -0.026], [-0.279, -0.221, 0.025], [0.335, 0.508, -0.558], [0.596, 1.168, 0.012], [-0.693, -0.115, -0.780], [0.109, 0.657, 0.134], [-0.422, -0.134, -1.766], [-0.348, -0.260, -0.700], [0.831, 0.463, -0.319], [0.604, -0.546, -0.210], [-0.103, 0.031, 0.249], [0.019, -0.308, 0.008], [0.371, -0.346, -0.017], [0.127, 0.077, -0.005], [-0.521, -0.213, 0.276], [-0.282, -0.834, -0.086], [-0.382, 0.249, -0.194], [-0.450, 0.312, 0.127], [-0.286, 0.422, 0.520], [-0.262, -0.301, 0.487], [0.180, -0.079, 0.009], [0.474, 0.092, 0.394], [0.055, -0.599, 0.296], [0.230, 0.207, 0.138], [-0.246, 0.080, 0.146], [0.032, 0.259, -0.198], [0.304, -0.059, 0.021], [0.448, 0.245, 0.363], [0.090, -0.288, -0.106], [0.012, 0.241, 0.316], [-0.008, 0.373, -0.340], [-0.544, -0.014, -0.265], [0.044, 0.080, 0.326], [-0.212, -0.153, 0.024], [0.274, -0.180, -0.059], [-0.095, -0.176, -0.755], [-0.038, -0.197, 0.018], [-0.184, -0.152, 0.167], [0.270, -0.148, 0.161], [0.068, -0.027, -0.334], [0.238, 0.116, 0.019], [0.043, -0.231, 0.414], [0.105, 0.170, -0.053], [-0.193, -0.241, -0.067], [0.395, 0.002, 0.481], [-0.329, 0.327, 0.201], [0.048, 0.095, 0.007], [-0.225, -0.375, -0.239], [-0.279, -0.666, -0.012], [0.324, -0.032, 0.798], [0.279, 0.557, -0.279], [0.327, -0.211, -0.317], [0.197, 0.037, -0.417], [-0.318, -0.257, 0.145], [-0.219, 0.275, -0.422], [0.051, 0.250, 0.204], [0.169, -0.071, -0.042], [0.014, -0.144, -0.508], [-0.055, -0.170, 0.018], [-0.323, 0.078, 0.359]], "lowdin_charge": [0.33, -0.22, -0.25, -0.31, -0.25, -0.23, -0.03, 0.08, 0.06, 0.10, -0.06, 0.07, -0.02, 0.11, -0.09, 0.11, 0.02, 0.06, -0.03, 0.09, 0.09, 0.07, -0.05, 0.10, 0.08, 0.08, -0.23, -0.20, -0.14, -0.14, -0.20, -0.17, -0.17, -0.18, 0.12, 0.12, 0.12, 0.12, 0.05, 0.08, 0.11, 0.12, 0.12, 0.13, 0.09, 0.12, 0.74, -0.25, 0.06, 0.02, 0.05, -0.29, 0.06, 0.05, 0.01, -0.22, 0.05, 0.06, 0.05, 0.80, -0.23, 0.06, 0.02, 0.06, -0.23, 0.01, 0.06, 0.07, -0.26, 0.06, 0.05, 0.02, 0.86, -0.56, -0.11, -0.06, -0.06, -0.07, -0.15, 0.09, 0.11, 0.11, 0.11, 0.10], "spin_multiplicity": 1, "total_charge": 1, "homo_energy_ev": [-8.6, -8.6], "orbital_gap_ev": [3.5, 3.5], "molar_mass_g_mol": 578.620, "lumo_ev": [-5.1, -5.1]}